A gas-phase ion, C2H9N5 (charge +2) at a distorted geometry, computed with ωB97M-V/def2-TZVPD.

Geometry as XYZ:
```
16
Properties=species:S:1:pos:R:3:nbo_charge:R:1
N 0.86 0.90 0.31 0.018
N 1.41 -0.04 -0.25 0.021
N -2.51 0.42 -0.67 -0.711
N -1.42 -1.31 0.39 -0.702
N -0.48 0.82 0.57 -0.447
C 2.74 -0.28 -0.41 -0.494
C -1.49 -0.03 0.03 0.666
H -0.85 -1.71 1.13 0.452
H 3.10 -0.54 -1.42 0.327
H -3.37 -0.16 -0.98 0.499
H -0.92 1.73 0.83 0.440
H 2.65 -1.33 0.19 0.320
H 3.48 0.40 0.11 0.251
H -2.35 1.49 -0.95 0.466
H 1.25 1.65 0.98 0.448
H -2.10 -2.01 0.13 0.447
```

molar mass = 103.13 g/mol
charge = +2
Kohn-Sham gap = 0.375 hartree
SMILES = C/N=[NH+]/NC(N)=[NH2+]
electronic energy = -354.6187 hartree
E_LUMO = -9.677 eV
largest force on an atom = 0.0853 hartree/bohr

***

C2H9N5O in the gas phase at a distorted geometry, computed with ωB97M-V/def2-TZVPD.

Geometry as XYZ:
```
17
Properties=species:S:1:pos:R:3:mulliken_spin:R:1
O 1.12 -1.69 0.10 0.614
N -1.22 -0.83 0.54 0.011
N -1.63 -1.70 -0.60 0.084
N -0.89 2.15 0.70 0.107
N -0.62 1.25 -0.42 -0.003
N -0.21 0.03 0.06 0.527
C 2.16 0.34 -0.52 -0.013
C 1.04 -0.51 -0.12 0.607
H 2.56 -0.20 -1.45 0.061
H -1.54 1.81 1.38 -0.005
H -0.06 2.49 1.19 -0.013
H -0.73 -1.31 1.21 -0.002
H 1.78 1.34 -0.53 0.000
H -2.32 -2.30 -0.24 -0.011
H -1.59 1.11 -0.75 -0.013
H -0.72 -2.16 -0.87 -0.004
H 2.87 0.19 0.30 0.053
```

molar mass = 119.13 g/mol
Kohn-Sham gap (alpha / beta) = 0.186 / 0.254 hartree
electronic energy = -430.3018 hartree
E_LUMO (alpha / beta) = 0.937 / -2.788 eV
largest force on an atom = 0.1647 hartree/bohr
2S+1 = 3

***

A gas-phase ion, C2H9N6 (charge +1) at a distorted geometry, computed with ωB97M-V/def2-TZVPD.

Geometry as XYZ:
```
17
Properties=species:S:1:pos:R:3:nbo_charge:R:1
N 0.25 -0.56 -0.94 -0.360
N -1.25 -2.29 -1.07 -0.680
N -1.08 -0.93 -0.71 -0.271
N -0.83 0.61 1.26 -0.095
N -1.10 1.19 2.35 -0.449
N 2.34 0.54 -0.94 -0.767
C 1.08 0.37 -0.38 0.403
C 0.62 1.06 0.75 -0.203
H 2.83 1.45 -0.75 0.426
H 0.78 -1.12 -1.72 0.408
H -1.30 -0.63 0.21 0.401
H 2.54 0.15 -1.79 0.400
H -1.05 -2.30 -2.11 0.367
H 0.97 1.89 1.22 0.204
H -0.48 2.03 2.69 0.387
H -2.10 1.20 2.68 0.422
H -2.22 -2.65 -0.77 0.407
```

molar mass = 117.14 g/mol
charge = +1
Kohn-Sham gap (alpha / beta) = 0.251 / 0.252 hartree
SMILES = NNN/C(N)=C\N=[NH2+]
electronic energy = -409.7137 hartree
E_LUMO (alpha / beta) = -4.815 / -4.808 eV
largest force on an atom = 0.1465 hartree/bohr